One molecule with the formula C4H8O2, computed with ωB97M-V/def2-TZVPD.

## Properties
Highest occupied orbital energy   -9.7555 eV
SMILES string   COC1COC1
Kohn-Sham gap   10.78 eV
Relative energy (zero: lowest compared OMol25 entry of this formula, charge and spin)   56.3 kcal per mole

CARTESIAN COORDINATES (ANGSTROEM)
C -0.71909 -1.76836 0.74023
O 0.00961 -0.59562 1.01351
C 0.45881 0.04490 -0.14394
C -0.54413 0.92764 -0.91533
O 0.25368 2.09693 -0.68501
C 1.16685 1.36812 0.14790
H -1.01953 -2.19107 1.70179
H -1.62481 -1.56600 0.14419
H -0.10323 -2.50419 0.19840
H 1.01751 -0.65437 -0.78401
H -1.53149 0.99749 -0.43828
H -0.66117 0.72481 -1.98694
H 1.09441 1.65534 1.20429
H 2.20259 1.46436 -0.19681

What are the Mulliken partial charges on each atom? They are as follows, in elementary charge units: -0.728 -0.376 0.260 -0.455 -0.397 -0.469 0.253 0.287 0.306 0.327 0.278 0.237 0.242 0.235


A 2-piece molecular cluster, C14H20FNO7S2 overall in a non-equilibrium geometry, computed with ωB97M-V/def2-TZVPD.

## Properties
Highest occupied orbital energy   2.2160 eV
Kohn-Sham gap   1.83 eV
Net charge   -2
Relative energy (zero: lowest compared OMol25 entry of this formula, charge and spin)   111.6 kcal per mole

CARTESIAN COORDINATES (ANGSTROEM)
C -2.22425 -5.50358 0.64269
C -1.80987 -4.14087 -0.22933
F -0.35173 -3.93241 0.05355
C -2.75859 -2.86948 0.18618
O -3.06405 -3.14272 1.61849
C -2.01344 -2.47494 2.40257
O -1.82670 -2.78985 3.71219
O -1.26264 -1.48735 1.59526
C -2.09590 -1.37707 0.38533
C -1.42971 -0.61081 -0.92324
C -2.23146 0.84516 -1.03288
C -1.83913 1.52566 -2.47504
S -0.04999 2.18739 -2.36738
C 0.16659 3.15306 -0.73536
S -0.97124 4.44423 -0.52016
N 1.21997 2.81105 0.31357
C 2.48558 2.25890 -0.30271
C 3.84421 2.46150 0.59078
O 3.96899 3.76841 1.25437
C 2.79726 3.79529 2.19106
C 1.47193 3.98584 1.23173
H -3.39686 -5.57809 0.69336
H -1.80999 -6.49407 0.14096
H -1.76510 -5.41294 1.71896
H -1.94969 -4.42430 -1.36106
H -3.75390 -2.76162 -0.46066
H -3.02828 -0.71996 0.73212
H -1.56027 -1.28696 -1.86965
H -0.26404 -0.46845 -0.72026
H -3.38477 0.59597 -1.06504
H -1.99029 1.50060 -0.09366
H -1.93703 0.65484 -3.28499
H -2.54110 2.45076 -2.74899
H 2.30103 1.08745 -0.44035
H 2.70212 2.65922 -1.40289
H 4.04441 1.58315 1.37357
H 4.75781 2.39271 -0.17450
H 2.71375 2.72476 2.66983
H 2.94430 4.64386 2.98776
H 0.51972 4.08636 1.94307
H 1.58557 5.02181 0.69817
C 3.47512 -1.32251 -1.75956
O 4.15713 -2.08689 -2.42468
O 2.24536 -1.21772 -1.83256
O 3.90920 -0.53541 -0.91064

What are the Mulliken partial charges on each atom? They are as follows, in elementary charge units: -0.987 0.088 -0.320 0.010 -0.341 0.463 -0.617 -0.260 -0.014 -0.097 -0.631 -0.628 -0.026 -0.098 -0.278 0.237 -0.305 -0.312 -0.430 -0.500 -0.577 0.253 0.327 0.266 0.329 0.306 0.227 0.267 0.106 0.396 0.230 0.369 0.296 0.120 0.241 0.213 0.271 0.309 0.296 0.315 0.337 0.492 -0.852 -0.735 -0.754


C14H26BF8NO16S3Zr as an isolated structure in a non-equilibrium geometry, computed with ωB97M-V/def2-TZVPD.

## Properties
Highest occupied orbital energy   0.4920 eV
Kohn-Sham gap   2.85 eV
Net charge   -2

CARTESIAN COORDINATES (ANGSTROEM)
Zr 1.23799 0.46147 -2.21323
N 3.00584 -0.69000 -1.96545
S 3.61035 -1.64566 -0.82459
O 4.84641 -1.29746 -0.20835
O 3.30448 -3.01219 -1.01948
F 2.57944 -1.23827 0.34557
S 4.17640 -1.06211 -3.21665
O 3.52605 -1.02026 -4.43636
O 5.16309 -2.04915 -2.97721
F 4.96357 0.29758 -3.16289
B -0.21989 -0.95550 -1.15656
H 0.44753 -0.28041 -0.51262
H 0.50333 -1.41861 -1.90836
H -0.77286 -1.75021 -0.45479
H -0.96895 -0.26625 -1.69420
O -0.16827 2.09913 -2.03321
C 0.39049 3.33054 -2.41036
C 1.59506 3.23733 -3.33135
O 2.29686 2.01326 -3.27254
H 0.76036 3.86064 -1.50692
H -0.35135 4.01640 -2.84757
H 2.34309 4.02804 -3.12661
H 1.34248 3.44623 -4.38593
O 0.15821 -1.04016 -6.86946
C -0.81179 -0.48561 -6.09495
C -0.46413 -0.27609 -4.57288
O 0.88085 -0.45720 -4.13491
H -1.71067 -1.15554 -6.12375
H -1.03663 0.52752 -6.52802
H -1.09283 -1.00577 -4.01450
H -0.76889 0.74053 -4.25746
C -1.90216 -1.25857 5.87814
C -2.28746 -2.66305 5.41915
O -2.12828 -2.74258 3.98208
C -1.14778 -3.48553 3.52408
O -0.26206 -3.95740 4.16449
C -1.20676 -3.68714 1.99592
F -2.10062 -2.91386 1.39097
F 0.00032 -3.39483 1.51478
F -1.48919 -4.96955 1.72173
H -2.08750 -0.52315 5.09325
H -0.87370 -1.21289 6.22831
H -2.58163 -0.89466 6.65526
H -3.35389 -2.79562 5.59169
H -1.69381 -3.44942 5.87057
C 0.43943 0.38451 2.59182
C 0.49696 1.65673 1.78079
O 1.84561 2.15748 1.72764
C 2.59324 1.86990 0.69424
O 2.21335 1.47049 -0.36763
C 4.03703 2.39055 0.88123
F 4.89784 1.45083 0.51175
F 4.24063 3.46361 0.11417
F 4.26265 2.74400 2.15701
H 0.87280 -0.45024 2.03452
H -0.56548 0.08863 2.88035
H 1.08677 0.48413 3.47004
H -0.10569 2.43482 2.24436
H 0.08648 1.47439 0.79267
C -3.32407 0.22113 0.11304
C -4.73732 0.74186 0.31419
O -4.79279 0.81766 1.75598
S -3.44254 1.51137 2.23597
O -3.06983 0.93450 3.47869
O -3.49279 2.92766 2.13923
O -2.54545 0.97571 1.03038
H -3.00133 0.35655 -0.91541
H -3.31377 -0.83850 0.36762
H -5.47241 0.00814 0.00355
H -4.86044 1.72010 -0.15099

What are the Mulliken partial charges on each atom? They are as follows, in elementary charge units: 0.851 0.063 1.004 -0.616 -0.634 -0.261 0.877 -0.451 -0.562 -0.243 1.156 -0.083 0.272 -0.476 -0.325 -0.552 -0.570 -0.488 -0.633 0.146 0.381 0.268 0.312 -0.944 -0.604 0.603 -0.817 0.188 0.057 -0.125 -0.017 -0.788 -0.296 -0.268 0.334 -0.560 0.954 -0.259 -0.214 -0.296 0.078 0.297 0.372 0.289 0.345 -0.527 -0.047 -0.365 0.775 -0.307 0.686 -0.164 -0.247 -0.278 -0.041 0.013 0.448 0.404 0.037 0.203 -0.491 -0.373 0.905 -0.550 -0.608 -0.044 0.190 -0.090 0.383 0.320


One molecule with the formula C3H8N2S in a non-equilibrium geometry, computed with ωB97M-V/def2-TZVPD.

## Properties
Highest occupied orbital energy   -8.8397 eV
SMILES string   CCS/C=N/N
Kohn-Sham gap   9.73 eV
Relative energy (zero: lowest compared OMol25 entry of this formula, charge and spin)   86.8 kcal per mole

CARTESIAN COORDINATES (ANGSTROEM)
C 0.20213 -1.93710 0.71716
C -0.12758 -0.75226 1.53108
S 1.00997 0.67687 1.28058
C 0.10954 1.25612 -0.27958
N 0.57428 1.58521 -1.36414
N -0.37284 1.72417 -2.42035
H -0.24442 -2.86567 0.94938
H 1.39238 -2.01498 0.95097
H 0.15232 -2.05797 -0.43463
H 0.30556 -0.92024 2.53876
H -1.25232 -0.36717 1.58254
H -1.04592 0.95475 -0.02371
H 0.30943 2.28567 -3.06602
H -1.01253 2.43261 -1.96204

What are the Mulliken partial charges on each atom? They are as follows, in elementary charge units: -0.864 -0.478 -0.102 -0.010 -0.202 -0.564 0.343 0.213 0.257 0.252 0.343 0.220 0.311 0.281


C37H36F2GaN2O3S4 as an isolated structure in a non-equilibrium geometry, computed with ωB97M-V/def2-TZVPD.

## Properties
Highest occupied orbital energy   -3.8851 eV
Kohn-Sham gap   6.00 eV
Net charge   -1
Relative energy (zero: lowest compared OMol25 entry of this formula, charge and spin)   24.7 kcal per mole

CARTESIAN COORDINATES (ANGSTROEM)
Ga -1.59623 1.07653 -0.27304
O 0.34207 -1.13637 0.18886
S 1.57927 -0.87837 -0.56524
C 2.40407 0.51483 0.32596
C 2.30177 0.31333 1.82076
C 2.55687 1.58333 2.63636
C 1.43267 2.60313 2.57106
S -0.28383 2.10223 3.06526
O -0.76083 1.19963 1.98046
C 0.29997 0.91863 4.33876
C 0.89407 1.38643 5.49976
C 1.41937 0.48363 6.40886
C 1.33847 -0.87787 6.16146
C 0.68607 -1.34087 5.03096
C 0.14747 -0.43967 4.12996
C 2.70697 -2.20727 -0.03984
C 2.30107 -3.08467 0.94776
C 3.11337 -4.14847 1.29666
C 4.32087 -4.33657 0.64366
C 4.71407 -3.46517 -0.36054
C 3.90397 -2.39797 -0.70824
H 1.82677 1.38663 0.01466
H 3.42797 0.59243 -0.03694
H 3.00277 -0.46497 2.13716
H 1.29117 -0.03607 2.02026
H 3.47317 2.06823 2.27776
H 2.72417 1.29393 3.67656
H 1.27097 2.97553 1.56286
H 1.64697 3.45843 3.21056
H 0.95107 2.44803 5.68366
H 1.90637 0.83683 7.30666
H 1.78007 -1.58057 6.85416
H 0.60527 -2.40357 4.84696
H -0.38173 -0.77337 3.24806
H 1.34537 -2.92137 1.42296
H 2.80407 -4.83887 2.06846
H 4.95497 -5.16997 0.91006
H 5.64717 -3.62387 -0.88054
H 4.19247 -1.72287 -1.49944
F -5.64283 4.88673 -0.42744
C -4.83113 4.06673 -1.16094
C -4.19133 3.00563 -0.56314
C -3.43003 2.09423 -1.30544
C -3.29453 2.35423 -2.69644
C -3.89513 3.48483 -3.24834
F -3.72193 3.83733 -4.56544
C -4.67923 4.34413 -2.50854
C -2.56913 1.35383 -3.47344
C -2.62593 1.22813 -4.86764
C -2.01253 0.14463 -5.47414
C -1.30703 -0.76747 -4.71224
C -1.23483 -0.53217 -3.33694
N -1.86843 0.47553 -2.74444
H -4.30453 2.86653 0.50656
H -5.13483 5.20863 -2.96514
H -3.16603 1.93633 -5.47144
H -2.09193 -0.00207 -6.54304
H -0.87123 -1.66087 -5.13734
H -0.81493 -1.21167 -1.51414
C -1.41243 -3.73407 -1.36914
C -0.19363 -3.70677 -2.23624
C 0.53197 -4.85037 -2.52044
C 1.63397 -4.79517 -3.35574
C 2.03277 -3.57957 -3.88064
C 1.34237 -2.40987 -3.59524
C 1.86177 -1.09947 -4.10514
C 0.19797 -2.48107 -2.79334
N -0.54893 -1.34547 -2.48314
H -1.65503 -4.74717 -1.05864
H -2.26113 -3.31157 -1.90764
H -1.25513 -3.12287 -0.48024
H 0.22537 -5.79427 -2.09094
H 2.17427 -5.69857 -3.60064
H 2.90687 -3.53027 -4.51494
H 2.58977 -1.26757 -4.89654
H 2.34347 -0.55537 -3.29144
H 1.06507 -0.46837 -4.49004
C -4.31443 5.34733 3.26216
O -3.27523 5.03933 2.36366
C -2.09083 4.60793 2.82376
S -1.77243 4.39793 4.44626
S -0.97273 4.31793 1.60676
H -5.23553 4.93213 2.85606
H -4.41153 6.43293 3.35166
H -4.11003 4.91603 4.24556

What are the Mulliken partial charges on each atom? They are as follows, in elementary charge units: 1.119 -0.881 0.101 -0.726 0.290 -1.176 -0.905 0.210 -0.719 -0.034 -0.341 -0.496 -0.498 -0.659 -0.362 0.423 -0.198 -0.825 -0.418 -0.725 -0.478 0.417 0.587 0.351 -0.262 0.516 0.328 0.783 0.385 0.411 0.390 0.374 0.436 0.546 0.521 0.420 0.392 0.407 0.374 -0.344 0.368 -0.291 -0.657 -0.086 0.229 -0.356 -0.666 0.610 -0.756 -0.843 -0.608 0.300 -0.124 0.317 0.469 0.463 0.401 0.479 0.033 -1.524 1.118 -0.895 -0.852 -0.991 1.967 -1.265 -0.996 0.891 0.447 0.302 0.193 0.388 0.421 0.390 0.463 0.151 0.318 -0.763 -0.232 0.458 -0.525 -0.345 0.210 0.275 0.380


C20H39IrN2O2P3 as an isolated structure in a non-equilibrium geometry, computed with ωB97M-V/def2-TZVPD.

## Properties
Highest occupied orbital energy (spin up / spin down)   -18.3910 / -18.4271 eV
2S+1   6
Kohn-Sham gap (spin up / spin down)   4.93 / 2.28 eV
Net charge   +4
Relative energy (zero: lowest compared OMol25 entry of this formula, charge and spin)   0.0 kcal per mole
<S²>   8.81

CARTESIAN COORDINATES (ANGSTROEM)
P -3.33510 -0.93195 -1.49471
C -4.00884 -1.31179 -3.17223
H -5.10007 -1.42340 -3.12743
H -3.55960 -2.25407 -3.51249
H -3.74687 -0.51044 -3.86831
C -4.25434 -2.31008 -0.66121
H -5.29165 -2.35761 -1.02332
H -4.26901 -2.14857 0.42454
H -3.75922 -3.26286 -0.88485
C -4.61203 0.33455 -1.04131
H -5.61201 0.01194 -1.36575
H -4.36452 1.28915 -1.51789
H -4.61413 0.46034 0.05036
P 0.90532 2.96980 -2.39240
C 1.04065 3.97296 -3.92470
H 1.52226 4.93341 -3.69156
H 0.02372 4.14589 -4.29427
H 1.62913 3.42018 -4.66185
C -0.22484 4.02551 -1.38860
H -0.02381 5.09889 -1.50472
H -0.09979 3.75552 -0.33785
H -1.26524 3.84815 -1.69654
C 2.55157 3.33773 -1.64133
H 2.88194 4.36255 -1.86036
H 3.30652 2.64926 -2.04011
H 2.47538 3.22264 -0.55589
P 2.28781 -2.60181 -1.56051
C 2.90858 -3.13213 -3.21891
H 3.67329 -3.91070 -3.10395
H 3.32730 -2.28114 -3.76275
H 2.05485 -3.53563 -3.77841
C 3.96277 -2.38562 -0.78349
H 4.63106 -3.21369 -1.06220
H 3.85150 -2.37450 0.30987
H 4.39995 -1.43668 -1.11601
C 2.09900 -4.32871 -0.92227
H 2.95642 -4.94465 -1.22776
H 1.18286 -4.76459 -1.33600
H 2.04254 -4.31979 0.17358
Ir 0.28555 0.87948 -2.76618
C -1.51256 1.27042 -3.20856
O -2.59225 1.59489 -3.52698
C 2.02009 0.27454 -3.03821
O 3.14777 0.01356 -3.24347
C 1.55324 0.23493 2.03238
C 0.55901 -0.80317 2.10328
C -0.89899 -0.39217 2.10577
C -1.19080 1.00426 2.01457
C -0.18110 1.93024 2.11188
C 1.16668 1.54866 2.12054
H 2.57812 -0.04602 1.78846
H 0.78702 -1.78028 1.68631
H -1.58601 -1.10777 1.67207
H -2.22269 1.29897 1.78515
H -0.45264 2.99474 2.12826
H 1.95422 2.31777 2.13159
C 0.31996 0.95721 6.41222
N -0.08026 -0.19882 5.58965
C -0.46853 -1.48179 6.18601
C -0.00475 -0.06003 4.31356
N -0.26302 -0.93345 3.35027
H 0.21932 0.69016 7.45869
H -0.34143 1.79661 6.17605
H 1.35161 1.26396 6.19053
H -1.49801 -1.71250 5.89458
H 0.18197 -2.29907 5.84916
H -0.40486 -1.35338 7.25599

What are the Mulliken partial charges on each atom? They are as follows, in elementary charge units: 0.496 -1.095 0.413 0.407 0.329 -1.251 0.404 0.367 0.414 -1.164 0.428 0.350 0.357 0.499 -1.202 0.459 0.404 0.373 -0.920 0.401 0.096 0.399 -0.974 0.390 0.401 0.213 0.607 -1.091 0.447 0.357 0.424 -1.128 0.434 0.361 0.365 -1.200 0.399 0.436 0.383 0.204 0.456 -0.409 0.559 -0.484 -0.772 -0.187 -0.082 -0.664 -0.329 -0.274 0.550 0.618 0.543 0.514 0.655 0.612 -0.660 0.036 -0.693 0.188 -0.122 0.300 0.328 0.319 0.352 0.337 0.315